The following is a DFT calculation (ωB97M-V/def2-TZVPD) of a molecular structure, C54H44AsF6N6O3P2S2Ti in a non-equilibrium geometry.

Total charge ... 0
ΔE to the lowest compared entry with this formula, charge and spin ... 3.5364 eV
Max |F| ... 2.48 eV/A
Lowest unoccupied orbital energy (alpha / beta) ... -0.02064 / -0.02074 Eh
DFT total energy ... -7802.092870 a.u.
HOMO (alpha / beta) ... -7.5 / -7.6 eV
Spin multiplicity ... 2
Kohn-Sham gap (alpha / beta) ... 6.90 / 7.03 eV

The geometry in XYZ format:
```
119
Properties=species:S:1:pos:R:3:forces:R:3:mulliken_spin:R:1
Ti 1.747734 0.519056 0.702311 -0.9607 -0.0291 -2.2844 0.005
O -2.259231 -1.828466 0.914905 -0.0312 0.0682 -0.0639 0.000
N -1.289767 -1.817040 1.879961 0.0026 0.1126 0.0313 0.000
C -1.582271 -2.541216 2.875462 0.0097 -0.0204 0.0282 0.000
C -0.692249 -2.613179 4.039698 0.0654 -0.0291 -0.0133 0.000
C -1.262890 -3.151649 5.191695 -0.0145 0.0537 -0.0002 0.000
C -0.565437 -3.220836 6.385225 -0.0058 0.0007 0.0244 0.000
C 0.735266 -2.755190 6.426444 0.0155 0.0023 0.0121 0.000
C 1.328547 -2.249212 5.276920 -0.0465 0.0220 -0.0277 0.000
C 0.646338 -2.163357 4.064907 -0.0322 -0.0847 -0.0047 0.000
P 1.553987 -1.667269 2.516699 0.1039 0.0010 0.1481 0.001
C 3.261986 -1.402741 3.139883 -0.0166 -0.0407 0.0280 0.000
C 3.507025 -0.331264 4.002328 -0.0080 0.0143 -0.0151 0.000
C 4.799037 -0.013966 4.388142 0.0052 -0.0011 -0.0002 0.000
C 5.869642 -0.754488 3.905967 0.0040 0.0044 0.0058 0.000
C 5.638382 -1.812780 3.041648 -0.0008 -0.0009 -0.0037 0.000
C 4.343606 -2.135254 2.659414 -0.0037 -0.0242 -0.0053 0.000
C 1.666169 -3.310137 1.719048 -0.0402 0.0048 0.0117 0.000
C 1.544034 -3.437991 0.340504 0.0171 0.0359 -0.0127 -0.001
C 1.654237 -4.685062 -0.260860 0.0069 -0.0090 -0.0041 0.000
C 1.888662 -5.811571 0.510873 -0.0033 0.0036 0.0014 0.000
C 2.016160 -5.691597 1.889655 -0.0002 0.0008 -0.0053 0.000
C 1.903777 -4.448807 2.490502 -0.0211 -0.0230 0.0092 0.000
H -2.082339 -0.990006 0.432613 0.0600 0.0017 -0.0225 0.000
H -2.540862 -3.057737 2.918745 0.0339 -0.0635 -0.0237 0.000
H -2.284314 -3.510640 5.141562 0.0041 -0.0074 -0.0009 0.000
H -1.032928 -3.638484 7.267487 0.0027 -0.0074 -0.0019 0.000
H 1.309318 -2.804565 7.342626 -0.0024 0.0070 0.0015 0.000
H 2.359431 -1.938731 5.334836 0.0313 0.0055 -0.0027 0.000
H 2.682130 0.267034 4.370845 0.0070 0.0001 -0.0111 0.000
H 4.969570 0.822350 5.053757 -0.0006 -0.0030 0.0016 0.000
H 6.880766 -0.499452 4.195720 -0.0001 -0.0003 0.0011 0.000
H 6.468551 -2.386506 2.650289 0.0003 -0.0020 0.0030 0.000
H 4.181594 -2.950614 1.967170 -0.0044 -0.0025 0.0016 0.000
H 1.364992 -2.561189 -0.264877 -0.0053 -0.0209 0.0022 0.001
H 1.554132 -4.768115 -1.335688 -0.0005 0.0044 -0.0008 0.000
H 1.973429 -6.783761 0.042081 -0.0001 0.0007 -0.0001 0.000
H 2.202943 -6.567649 2.497564 0.0004 0.0000 0.0001 0.000
H 2.006024 -4.365819 3.565843 -0.0017 0.0028 -0.0015 0.000
S 0.200468 -0.371646 -0.856049 -0.0425 0.3024 0.3911 -0.001
C 0.530576 -1.036091 -2.472238 0.1430 -0.1791 0.1027 0.000
C -0.506537 -1.889201 -2.871825 -0.0064 -0.0714 -0.0235 0.000
C -0.531314 -2.456518 -4.132196 -0.0070 0.0221 0.0116 0.000
C 0.484992 -2.170513 -5.029943 0.0270 0.0275 0.0055 0.000
C 1.517050 -1.332705 -4.638978 -0.0053 0.0194 -0.0202 0.000
C 1.570731 -0.756865 -3.367487 0.0545 -0.0371 -0.0563 0.000
As 3.158762 0.252635 -2.806628 0.1130 0.0315 0.0000 0.006
C 2.569768 2.082885 -3.253303 0.0116 0.0397 0.0697 0.030
C 1.417843 2.283271 -3.887695 -0.0325 0.0490 0.1216 -0.005
C 0.904923 3.604572 -4.351013 -0.0785 0.0342 -0.0523 0.011
C 1.815412 4.817949 -4.065615 0.0393 -0.0017 0.0128 0.004
C 3.153542 4.516036 -3.540325 0.0746 0.0582 -0.0212 0.635
C 3.518652 3.225314 -2.915975 -0.4982 -0.1864 -0.1091 0.122
C 4.260911 -0.027056 -4.405787 0.0349 0.0110 0.0132 0.006
C 5.150048 -1.099436 -4.358897 -0.0046 0.0080 -0.0056 0.002
C 5.980815 -1.382497 -5.433342 -0.0010 0.0032 0.0020 0.000
C 5.947120 -0.579080 -6.564733 0.0013 -0.0069 0.0003 0.000
C 5.078972 0.501875 -6.615108 0.0014 0.0131 -0.0114 0.002
C 4.238479 0.774520 -5.543106 0.0317 -0.0017 0.0066 -0.001
H -1.300429 -2.106568 -2.167986 0.0006 0.0110 0.0190 0.000
H -1.343974 -3.117166 -4.406584 -0.0008 0.0019 -0.0033 0.000
H 0.479998 -2.595802 -6.025360 0.0090 -0.0023 0.0019 0.000
H 2.309563 -1.120373 -5.343539 0.0090 -0.0109 -0.0175 0.000
H 0.784969 1.428772 -4.111923 0.0199 0.0349 -0.0238 0.002
H 0.612030 3.537081 -5.401152 0.0225 -0.0717 -0.0002 0.002
H 1.899898 5.471380 -4.936965 -0.0418 0.0314 0.0214 0.032
H 3.875735 5.319804 -3.472019 0.0154 -0.0115 -0.0456 -0.049
H 4.518498 2.943282 -3.268743 0.0281 -0.0157 0.0975 0.009
H 5.192778 -1.719284 -3.469679 -0.0013 0.0012 0.0025 0.000
H 6.660990 -2.223404 -5.383698 0.0006 -0.0010 -0.0012 0.000
H 6.600190 -0.791190 -7.401653 -0.0009 -0.0002 -0.0011 0.000
H 5.053318 1.135505 -7.493024 0.0017 0.0016 -0.0024 0.000
H 3.557537 1.615398 -5.596083 -0.0177 0.0015 -0.0139 -0.006
N -1.678799 1.375835 7.739898 0.0660 -0.0231 0.0410 0.000
C -1.204464 1.632023 6.475847 -0.0211 0.0037 -0.0347 0.000
C -0.676501 2.889872 6.156315 0.0047 -0.0050 0.0045 0.000
C -0.155790 3.132931 4.902224 0.0064 -0.0005 -0.0018 0.000
C -0.160901 2.117817 3.954511 0.0048 -0.0243 0.0207 0.000
C -0.701577 0.870386 4.246234 -0.0019 0.0029 -0.0163 -0.001
C -1.214571 0.625770 5.500466 -0.0054 0.0104 0.0157 0.001
S 0.578945 2.376894 2.403735 0.0121 0.0629 -0.0105 0.000
O 1.847973 1.531893 2.385649 0.4665 0.1915 -0.0939 0.000
O 0.847013 3.761838 2.216117 -0.0220 0.0076 0.0363 0.000
N -0.167112 1.507337 1.302514 0.0403 0.1766 0.0850 0.001
C -1.484969 1.858201 1.000447 -0.0460 -0.0920 0.0717 0.000
N -1.899410 3.050033 1.428252 -0.0294 -0.0257 0.0210 0.000
C -3.127222 3.412160 1.089975 0.0214 -0.0205 0.0004 0.000
C -3.959114 2.600509 0.338743 0.0098 0.0018 -0.0131 0.000
C -3.459759 1.348561 0.033449 0.0471 -0.0101 0.0439 0.000
N -2.238326 0.958112 0.375822 -0.1131 -0.1494 0.1564 0.000
H -1.879849 2.153623 8.342208 -0.0261 0.0059 -0.0096 0.000
H -2.247285 0.559789 7.878323 -0.0226 0.0098 -0.0099 0.000
H -0.674878 3.673744 6.903821 0.0013 0.0009 -0.0010 0.000
H 0.253540 4.100391 4.645345 -0.0001 0.0021 0.0003 0.000
H -0.728761 0.104495 3.480677 -0.0043 -0.0027 -0.0067 0.000
H -1.621052 -0.350946 5.736236 0.0005 0.0021 -0.0022 0.000
H -3.452172 4.386537 1.438630 -0.0030 0.0010 0.0050 0.000
H -4.950944 2.908949 0.044823 -0.0024 0.0012 -0.0018 0.000
H -4.065540 0.615807 -0.489693 0.0002 -0.0030 0.0009 0.000
N -1.213756 2.867409 -1.548435 0.0285 0.1776 -0.2583 0.001
C -0.793118 3.473149 -2.428800 0.1281 0.0114 0.0197 0.001
C -0.261895 4.274680 -3.530719 -0.0482 -0.0312 0.0206 -0.024
C 0.721091 5.403917 -3.085394 -0.0217 0.0078 -0.0283 0.136
C 0.300492 6.802267 -3.379962 0.0126 0.0253 0.0342 -0.009
C -0.752714 7.080752 -4.144044 0.0095 -0.0112 -0.0120 0.014
C -1.600491 6.014851 -4.690566 -0.0063 0.0080 0.0169 -0.004
C -1.404594 4.732559 -4.399287 0.0204 0.0217 -0.0194 0.014
H 1.019408 5.296932 -2.045493 0.0198 -0.0481 -0.0125 -0.026
H 0.911437 7.598512 -2.969950 -0.0131 0.0006 0.0151 0.002
H -1.013318 8.107585 -4.365702 -0.0051 -0.0006 0.0061 0.000
H -2.427483 6.295389 -5.330995 0.0049 -0.0013 -0.0070 -0.001
H -2.063817 3.960545 -4.779517 0.0117 -0.0028 -0.0155 0.000
F 2.285124 1.740782 -0.643218 -0.1977 0.0268 1.6324 0.004
P 3.951482 3.494581 -1.096401 1.3794 0.0568 0.6840 0.055
F 4.840619 2.149732 -1.135848 -0.0142 -0.0932 -0.1073 0.010
F 4.032469 3.371089 0.498310 -0.6019 0.0371 -0.6134 0.002
F 2.886177 4.679528 -0.899892 -0.3374 -0.4205 0.0389 0.017
F 5.176027 4.467144 -1.288784 -0.1369 -0.0428 -0.1509 0.000
F 3.035588 -0.625892 0.353732 0.3127 0.0723 0.1786 0.001
```
Forces are in eV/Å.